1:
Molecular formula: C4H10O2S2
Method: DFT, the ωB97M-V functional and the def2-TZVPD basis

Element x y z (Å)
S (0.653, 2.750, -0.287)
S (2.577, -1.482, -0.048)
O (-2.450, -0.904, 0.091)
O (-0.543, -1.043, -1.310)
C (-1.408, -0.077, 0.623)
C (-0.471, 0.194, -0.733)
C (1.608, 0.053, 0.367)
C (0.884, 0.834, -0.615)
H (-2.764, -2.178, 0.645)
H (-1.312, 0.851, -1.340)
H (0.877, 0.001, 1.220)
H (-1.040, -0.552, 1.543)
H (2.462, 0.763, 0.730)
H (-1.259, -1.427, -0.764)
H (1.393, -1.822, -0.875)
H (-1.775, 0.907, 1.167)
H (1.328, 0.508, -1.675)
H (1.242, 2.624, 1.260)

Computed properties:
**Highest occupied orbital energy**: -9.115 eV
**HOMO-LUMO gap**: 0.2967 hartree

2:
Molecular formula: C4H10O2S2
Method: DFT, the ωB97M-V functional and the def2-TZVPD basis

Element x y z (Å)
S (-0.498, -2.277, -0.294)
S (-1.969, 0.918, -1.144)
O (-2.516, -0.175, 1.261)
O (1.856, -0.913, -0.861)
C (-1.591, 0.456, 0.491)
C (0.950, 0.095, -0.382)
C (-0.086, -0.658, 0.455)
C (1.657, 1.105, 0.497)
H (-1.167, 1.330, 1.076)
H (0.404, 0.499, -1.191)
H (-2.612, -0.999, 0.786)
H (1.049, 1.947, 0.895)
H (-0.132, -1.711, -1.468)
H (2.335, 1.630, -0.081)
H (-2.441, -0.360, -1.331)
H (2.052, 0.548, 1.341)
H (0.354, -1.109, 1.349)
H (2.354, -0.324, -1.399)

Computed properties:
**Highest occupied orbital energy**: -8.792 eV
**SMILES**: C[C@@H](O)[C@H](S)[C@H](O)S
**HOMO-LUMO gap**: 0.3443 hartree

Going by the energies, 2 is most stable and the next is 406.7 kJ/mol up.